# 1
27
Properties=species:S:1:pos:R:3:forces:R:3 method="wB97M-V/def2-TZVPD" homo_ev=-8.557 de_lowest_kcal_mol=85.0 smiles="CCCN1C=CN(C)S(=O)(=O)OC1" lumo_energy_ev=0.84 orbital_gap_ev=9.396
C -0.1850 1.0953 0.1471 0.869 1.001 0.218
C 1.0653 1.6409 0.3279 -1.611 0.323 -1.511
C 0.1583 -0.9184 -1.1465 0.696 1.533 -2.656
C -3.4191 -0.3390 -0.2655 0.757 -2.682 1.417
C 3.2980 1.3968 -0.6255 3.073 1.184 1.314
C -2.6267 -0.4240 1.0274 -0.430 1.436 -0.991
C -1.2947 -0.9910 0.7608 1.059 -2.262 1.774
N -0.4977 -0.2513 -0.1647 -0.406 1.574 0.629
N 2.3080 1.0131 0.3049 -1.234 -2.738 1.438
O 1.4808 -1.0392 1.5707 0.141 -0.050 0.321
O 3.6165 -1.1117 0.3116 0.868 -0.881 0.097
O 1.5520 -1.2515 -0.8882 1.061 0.055 0.667
S 2.2758 -0.7108 0.4455 -1.287 1.229 -0.607
H -1.0638 1.7583 0.2763 0.752 -0.352 -0.122
H 1.2073 2.7302 0.2023 -0.477 -0.554 0.706
H -0.3767 -1.7686 -1.4451 -0.345 -1.856 0.350
H 0.1568 -0.3878 -2.1469 0.515 0.245 1.176
H -2.8083 0.2608 -0.8950 -0.400 0.734 -1.097
H -3.3971 -1.4250 -0.5879 -0.501 1.284 -0.392
H -4.3937 -0.0529 0.0546 -0.922 0.622 -0.856
H 2.9563 1.1858 -1.5746 -0.701 0.429 -2.620
H 3.7309 2.4620 -0.4507 -1.017 -1.835 -0.397
H 4.0893 0.6317 -0.4776 0.051 1.237 -0.124
H -3.1207 -1.0540 1.7215 -0.501 -0.447 0.932
H -2.5368 0.5994 1.4284 -0.005 -0.421 0.324
H -0.7870 -0.9711 1.7774 -0.197 -0.768 -1.239
H -1.3882 -2.0779 0.3116 0.194 1.962 1.249

***

# 2
28
Properties=species:S:1:pos:R:3:forces:R:3 method="wB97M-V/def2-TZVPD" total_charge=+1 homo_ev=-14.170 de_lowest_kcal_mol=0.0 smiles="CCOP(=O)(OCC)O/C(C)=C/[N+]#N" lumo_energy_ev=-4.91 orbital_gap_ev=9.264
C -1.9811 1.8457 -0.2880 -0.160 -1.795 -2.292
C -2.3371 2.2626 -1.6142 5.097 -3.171 0.182
C -2.8637 2.2181 0.8269 -3.262 -0.548 -1.062
C 1.3128 1.9981 1.8256 -1.868 -0.404 0.252
C 0.5228 -2.4278 -2.6586 -0.391 0.081 0.682
C 2.1244 1.0281 0.9888 1.428 2.494 1.224
C -0.0423 -2.3770 -1.2710 -0.606 0.098 1.098
N -4.2285 3.5912 -2.2135 0.733 -0.451 0.084
N -3.3407 2.9802 -1.9322 -3.332 2.312 -0.201
O -1.0153 0.9517 -0.1005 -0.568 1.564 0.320
O 0.1253 0.6614 -2.4267 0.811 -0.469 2.448
O 1.6150 0.9378 -0.3308 0.013 -0.024 -0.451
O 0.2357 -1.1357 -0.4552 0.770 0.657 -0.871
P 0.4004 0.3202 -0.9929 -3.083 -0.348 -2.331
H -3.7526 2.8045 0.4386 1.140 -0.503 0.300
H -2.3994 2.8305 1.4926 1.699 1.908 1.939
H -3.3703 1.4665 1.4709 0.911 -0.342 -0.815
H 1.3630 3.0717 1.4050 0.279 -1.625 1.184
H 0.2166 1.6694 1.6622 1.573 0.615 0.993
H 1.6488 1.7732 2.9189 -0.822 1.194 -1.851
H 0.2689 -1.4474 -3.0754 0.390 -0.472 -0.594
H 1.5994 -2.5829 -2.5299 -0.190 -0.126 -0.897
H -0.0614 -3.2399 -3.1815 1.107 0.759 0.349
H 2.3285 0.1380 1.5781 -0.343 -0.648 -0.896
H 3.0532 1.5934 0.8354 0.217 -0.868 -0.053
H 0.3527 -3.1187 -0.5636 -0.436 -0.025 -0.528
H -1.1223 -2.3731 -1.3424 -0.231 -0.362 0.346
H -1.7012 1.9146 -2.5045 -0.877 0.500 1.442